No. 1
A cluster of 4 separate species, C2H11NO3 in total at a distorted geometry. Source: the Open Molecules 2025 dataset; level of theory: ωB97M-V/def2-TZVPD.

Structure (XYZ):
```
17
Properties=species:S:1:pos:R:3:lowdin_charge:R:1
C 1.31285 -2.51745 0.14358 -0.045
C 0.94067 -1.29407 -0.05542 -0.316
N 0.65841 -0.52706 1.06096 0.010
H 1.76852 -2.81818 1.11388 0.073
H 1.06825 -3.25236 -0.62179 0.051
H 0.32577 -1.05683 -0.93468 0.089
H 0.29900 -1.14438 1.82475 0.106
H -0.05943 0.19530 0.92089 0.054
O -1.60980 0.02315 -2.59931 -0.046
H -1.95362 -0.71559 -3.08007 0.021
H -0.70151 -0.14967 -2.32298 0.009
O 1.69572 2.45664 0.36495 -0.062
H 2.33658 2.00251 0.90296 0.019
H 1.98462 3.37273 0.37452 0.031
O -2.37669 0.94410 1.09548 -0.067
H -3.20754 1.35470 1.40120 0.050
H -1.66449 1.37922 1.57661 0.023
```

Calculated values
max |F|	3.21	eV/Å
E_LUMO	0.72	eV
E_HOMO	-8.35	eV
SMILES	C=CN.O.O.O

No. 2
A structure of composition C2H11NO3 at a distorted geometry. Source: the Open Molecules 2025 dataset; level of theory: ωB97M-V/def2-TZVPD.

Structure (XYZ):
```
17
Properties=species:S:1:pos:R:3:lowdin_charge:R:1
C 1.64216 -1.97621 -0.09128 -0.063
C 2.60830 -1.52127 0.76853 -0.144
N 1.36030 -0.25956 0.81650 0.005
H 1.01419 -2.83036 0.17434 0.082
H 1.54616 -1.71526 -1.13628 0.059
H 2.65602 -1.93214 1.77612 0.036
H 1.05423 -0.53706 1.75376 0.064
H 2.07910 0.40142 1.13547 0.063
H 0.19444 -0.24394 -1.69229 0.022
H 0.00822 0.55656 -0.49013 0.007
O -0.13313 0.62526 -1.45779 -0.075
H -2.40652 2.50309 -1.04459 0.059
H -1.89842 1.16345 -1.59977 0.005
O -2.65360 1.57318 -1.15672 -0.071
H -2.15001 0.76417 0.46920 0.001
H -1.63907 1.57437 1.58271 0.026
O -1.61923 0.67093 1.28355 -0.074
```

Calculated values
max |F|	2.87	eV/Å
E_LUMO	0.03	eV
E_HOMO	-8.23	eV

No. 3
A cluster of 4 separate species, C2H11NO5 in total at a distorted geometry. Source: the Open Molecules 2025 dataset; level of theory: ωB97M-V/def2-TZVPD.

Structure (XYZ):
```
19
Properties=species:S:1:pos:R:3:lowdin_charge:R:1
C 2.25470 -1.88465 -1.57871 -0.071
N 2.21307 -0.80793 -0.58981 0.038
C 1.02838 -0.42036 -0.01072 -0.611
O 0.83291 0.66623 0.47912 0.080
O 0.19634 -1.47582 0.13453 0.107
H 2.96679 -1.64665 -2.36037 0.085
H 2.51332 -2.82125 -1.09976 0.078
H 1.27151 -2.07818 -2.01312 0.084
H 2.72596 0.01337 -0.84848 0.124
H -0.50557 -1.26831 0.75992 0.120
O -2.45549 2.25584 2.45184 -0.057
H -2.14954 1.37870 2.68895 0.025
H -2.21723 2.89507 3.12268 0.030
O -5.29370 -2.05752 -0.48043 -0.060
H -4.43737 -1.94372 -0.05439 0.026
H -5.53892 -1.15305 -0.70501 0.034
O 2.53941 2.98892 -0.68704 -0.069
H 1.78886 2.38344 -0.71975 0.003
H 2.33016 3.75930 -0.15273 0.034
```

Calculated values
max |F|	1.51	eV/Å
E_LUMO	0.07	eV
E_HOMO	-10.26	eV
SMILES	CNC(=O)O.O.O.O

No. 4
A structure of composition C2H12HfO11 at a distorted geometry. Source: the Open Molecules 2025 dataset; level of theory: ωB97M-V/def2-TZVPD.

Structure (XYZ):
```
26
Properties=species:S:1:pos:R:3:lowdin_charge:R:1
Hf -0.01912 -0.00631 0.12658 1.683
C 0.24588 2.57769 -0.10142 -0.690
O -0.59312 1.78969 -0.53642 -0.079
O 0.44388 3.84269 -0.33842 0.266
O 0.94688 1.87569 0.67358 -0.057
H -0.15812 4.18869 -1.02242 0.176
C -0.07712 -2.59331 0.33158 -0.683
O 0.42688 -1.84631 -0.51342 -0.088
O 0.01488 -3.92931 0.36458 0.219
O -0.66512 -1.85031 1.12658 -0.026
H 0.57488 -4.26531 -0.41142 0.199
O -0.83312 0.58069 2.03958 -0.069
H -0.37412 1.08569 2.77158 0.169
H -1.59612 0.07269 2.38758 0.133
O -2.25112 -0.10131 0.03058 -0.057
H -2.81812 -0.88631 0.17558 0.141
H -2.90212 0.51269 -0.32742 0.127
O 1.63988 -0.40631 1.39858 -0.048
H 1.38388 -0.70431 2.27458 0.118
H 2.62488 -0.41931 1.26158 0.172
O -0.70512 -0.09331 -2.05842 -0.061
H -0.21712 -0.68231 -2.65142 0.110
H -1.22512 0.40169 -2.68942 0.119
O 1.72088 0.23969 -1.20542 -0.036
H 2.32988 0.98469 -1.24542 0.132
H 2.08188 -0.36831 -1.86142 0.130
```

Calculated values
max |F|	8.09	eV/Å
E_LUMO	-6.36	eV
total charge	+2
E_HOMO	-17.95	eV

No. 5
A cluster of 3 separate species, C2H12N2O2 in total at a distorted geometry. Source: the Open Molecules 2025 dataset; level of theory: ωB97M-V/def2-TZVPD.

Structure (XYZ):
```
18
Properties=species:S:1:pos:R:3:lowdin_charge:R:1
N -0.25095 -0.75681 0.16398 -0.040
C -0.38673 0.52643 0.88930 -0.303
C 0.55610 0.90678 2.02799 -0.303
N 0.42524 2.39228 2.25206 -0.069
H -1.09548 -1.29372 0.23485 0.066
H 0.46383 -1.42530 0.48244 0.088
H -1.41950 0.48730 1.37331 0.122
H -0.16842 1.33188 0.04021 0.143
H 0.21860 0.31725 3.06442 0.154
H 1.52314 0.81692 1.53922 0.096
H -0.37198 2.81333 2.78373 0.074
H 1.33755 2.82370 2.61729 0.087
O -1.94529 -1.59907 -2.67090 -0.045
H -1.06753 -1.15911 -2.68996 0.037
H -1.88428 -2.04427 -3.46928 -0.013
O 1.54566 -1.04525 -1.99466 -0.065
H 0.98351 -0.82422 -1.28034 -0.070
H 2.44133 -0.73676 -1.78753 0.041
```

Calculated values
max |F|	3.37	eV/Å
E_LUMO	0.84	eV
E_HOMO	-9.30	eV
SMILES	NCCN.O.O

No. 6
A cluster of 3 separate species, C2H12N2O2 in total at a distorted geometry. Source: the Open Molecules 2025 dataset; level of theory: ωB97M-V/def2-TZVPD.

Structure (XYZ):
```
18
Properties=species:S:1:pos:R:3:lowdin_charge:R:1
N -1.42316 -0.55113 -0.65627 0.002
C -0.33282 -1.52328 -0.45146 -0.279
C 0.93016 -1.10652 -1.15610 -0.255
N 1.81986 -0.34169 -0.25023 -0.019
H -1.08986 0.36784 -0.90082 0.046
H -1.89809 -0.39153 0.20289 0.029
H -0.70313 -2.50417 -0.75435 0.101
H -0.17627 -1.62062 0.63165 0.105
H 1.47132 -1.96951 -1.54923 0.104
H 0.65641 -0.45389 -1.98539 0.109
H 1.70734 -0.73696 0.67640 0.069
H 2.78523 -0.47165 -0.46079 0.066
O -2.32845 1.76666 0.95728 -0.062
H -1.45592 1.93424 1.30842 -0.013
H -2.59788 2.66559 0.75363 0.040
O 0.55508 1.84270 1.16277 -0.091
H 1.15816 1.93139 1.92028 0.051
H 0.92202 1.16254 0.55133 -0.002
```

Calculated values
max |F|	1.27	eV/Å
E_LUMO	0.81	eV
E_HOMO	-8.90	eV
SMILES	NCCN.O.O